(1)
{
  "formula": "C26H18CdO3PS",
  "method": "ωB97M-V/def2-TZVPD",
  "charge": -1,
  "e_homo_ev": -4.753,
  "largest_force_ev_per_a": 3.0,
  "gap_ha": 0.27228,
  "symbols": ["Cd", "O", "C", "O", "C", "C", "C", "C", "C", "C", "S", "H", "H", "H", "H", "O", "C", "C", "C", "C", "C", "C", "C", "P", "C", "C", "C", "C", "C", "C", "C", "C", "C", "C", "C", "C", "H", "H", "H", "H", "H", "H", "H", "H", "H", "H", "H", "H", "H", "H"],
  "positions_angstrom": [[2.569479, -0.723658, 0.984055], [2.764589, 0.024840, -3.211614], [2.821323, -0.694483, -2.211942], [2.115562, -0.490644, -1.159800], [3.614414, -2.034850, -2.292320], [3.935258, -2.409159, -3.600107], [4.754074, -3.489940, -3.910480], [5.451849, -4.113423, -2.883081], [5.212409, -3.745067, -1.570029], [4.322606, -2.656549, -1.266511], [4.171250, -2.440037, 0.515611], [3.429859, -1.900177, -4.393537], [4.938752, -3.784497, -4.972747], [6.113165, -4.976554, -3.211918], [5.624605, -4.292127, -0.681080], [1.937068, 0.099671, 3.769425], [1.683106, 0.391580, 2.605451], [0.778407, 1.621397, 2.371625], [1.242323, 2.842231, 2.804041], [0.547419, 3.965183, 2.523956], [-0.702812, 3.943609, 1.907630], [-1.182986, 2.702225, 1.512969], [-0.443340, 1.548425, 1.695335], [-0.870987, -0.050228, 0.870024], [-1.508539, 0.711649, -0.695944], [-2.824846, 1.076453, -0.821096], [-3.259207, 1.879375, -1.832466], [-2.401434, 2.312919, -2.837948], [-1.074501, 1.919318, -2.751002], [-0.606539, 1.120133, -1.711061], [-2.502833, -0.588410, 1.639516], [-3.365705, -1.425359, 0.938355], [-4.476355, -1.952503, 1.555218], [-4.844505, -1.538428, 2.868877], [-3.972104, -0.695753, 3.608829], [-2.837943, -0.220361, 2.978428], [2.197756, 2.894607, 3.453181], [0.932098, 4.945511, 2.861619], [-1.267378, 4.871159, 1.685305], [-2.194220, 2.744646, 1.124252], [-3.554021, 0.779492, -0.094170], [-4.325382, 2.080609, -1.935599], [-2.808926, 2.926217, -3.629829], [-0.504442, 2.281990, -3.591426], [0.478373, 0.953857, -1.579171], [-3.077733, -1.840966, -0.008727], [-5.069692, -2.650380, 1.042852], [-5.716162, -1.930505, 3.342319], [-4.136769, -0.347990, 4.639647], [-2.106383, 0.354952, 3.555084]],
  "forces_ev_per_angstrom": [[-0.11, -0.16, -0.54], [0.47, -0.31, 0.36], [-0.97, -0.77, -0.29], [0.23, 0.27, 0.43], [1.15, 1.64, -0.47], [-0.29, -1.19, -0.30], [0.25, 0.71, -0.69], [0.42, -1.50, -0.43], [-0.29, 0.26, 0.70], [0.08, -1.42, 0.94], [0.33, -0.08, -0.42], [-0.13, 0.40, -0.28], [-0.26, 0.32, 1.04], [-0.70, 1.10, 0.97], [-0.15, 0.62, -1.17], [-0.20, 0.29, -0.67], [-0.27, 0.39, 0.80], [0.09, -1.24, -0.20], [2.37, -0.52, 1.77], [-0.64, 2.81, 0.32], [0.31, -0.18, -0.23], [-0.83, 1.33, 0.26], [0.28, -0.75, -0.08], [-0.73, -0.17, -0.26], [1.22, 0.05, -0.41], [-0.57, -0.07, 0.47], [-0.91, 0.37, -1.51], [-0.42, -0.55, 1.08], [-0.44, 0.31, -0.73], [0.34, 0.37, 0.91], [0.37, 1.01, 1.04], [0.77, -0.56, 0.69], [-0.38, 1.46, 2.20], [1.61, 0.27, -0.38], [-0.69, -0.23, -0.81], [1.16, -0.36, -1.00], [-1.58, -0.14, -1.33], [-0.10, -0.61, -0.23], [0.43, -0.75, 0.32], [0.13, -0.64, -0.37], [-0.16, -0.13, 0.30], [0.16, 0.17, 0.24], [0.30, 0.02, -0.16], [0.93, -0.26, 0.24], [-0.67, -0.31, -0.36], [0.08, 0.22, -0.52], [-0.81, -0.80, -0.58], [-0.52, -0.25, 0.14], [-0.29, -0.50, -0.53], [-0.34, 0.03, -0.28]]
}

(2)
{
  "formula": "C22H46MgO15S4",
  "method": "ωB97M-V/def2-TZVPD",
  "e_homo_ev": -6.954,
  "largest_force_ev_per_a": 7.4,
  "relative_energy_kcal_mol": 75.7,
  "gap_ha": 0.24699,
  "symbols": ["Mg", "O", "C", "C", "O", "H", "H", "H", "H", "C", "C", "C", "O", "C", "O", "O", "H", "H", "H", "H", "H", "H", "C", "C", "C", "O", "C", "O", "O", "H", "H", "H", "H", "H", "H", "C", "C", "C", "O", "C", "O", "O", "H", "H", "H", "H", "H", "H", "C", "S", "O", "C", "H", "H", "H", "H", "H", "H", "C", "S", "O", "C", "H", "H", "H", "H", "H", "H", "C", "S", "O", "C", "H", "H", "H", "H", "H", "H", "C", "S", "O", "C", "H", "H", "H", "H", "H", "H"],
  "positions_angstrom": [[0.208376, -0.291519, -1.311027], [-1.372374, -0.757239, 0.094063], [-0.630154, -0.568649, 1.310013], [0.979016, -0.450159, 1.366143], [1.608616, 0.165291, 0.240323], [-1.074854, -1.152419, 2.115963], [-0.957074, 0.410911, 1.658853], [1.530166, -1.390469, 1.378693], [1.087996, 0.027881, 2.339643], [5.453826, -0.343759, 3.188793], [4.644326, -1.585049, 2.821533], [4.829486, -1.966369, 1.299123], [5.666276, -3.074759, 1.218433], [5.852286, -3.494909, 2.428723], [6.524036, -4.460689, 2.626313], [5.325616, -2.689179, 3.392063], [6.394376, -0.149269, 2.673403], [5.725346, -0.404229, 4.242703], [4.773076, 0.500711, 3.081303], [3.588586, -1.365209, 2.980193], [5.233456, -1.093199, 0.786793], [3.897546, -2.260969, 0.816633], [1.477266, 3.160461, 3.335273], [2.681716, 3.114811, 2.412793], [2.625266, 3.025271, 0.933853], [3.043056, 4.337661, 0.500713], [3.813976, 4.829671, 1.496373], [4.423876, 5.930321, 1.439713], [3.420476, 4.283631, 2.551693], [0.718686, 3.836981, 2.941593], [1.760476, 3.483131, 4.337153], [1.123696, 2.129421, 3.341693], [3.306246, 2.290141, 2.756283], [1.621526, 2.882401, 0.533603], [3.299456, 2.249371, 0.571183], [-3.550034, 2.413841, 2.408813], [-3.208294, 2.462101, 0.931593], [-4.041594, 1.559811, -0.070867], [-4.294694, 2.517321, -1.101887], [-3.890434, 3.777031, -0.764647], [-4.311164, 4.778211, -1.372577], [-3.287624, 3.810681, 0.450403], [-2.760964, 2.893311, 2.988093], [-3.564204, 1.392721, 2.789883], [-4.410774, 2.983341, 2.759403], [-2.121384, 2.414101, 0.864983], [-4.977154, 1.211961, 0.367103], [-3.463274, 0.657431, -0.269247], [-1.634094, 2.535061, -3.451337], [-0.910774, 2.749571, -1.732597], [-0.126284, 1.453151, -1.545347], [0.379846, 3.881351, -2.361967], [-0.957544, 2.212331, -4.242687], [-2.086624, 3.494391, -3.702367], [-2.481924, 1.857091, -3.549537], [-0.030144, 4.799081, -2.783597], [1.007556, 3.453541, -3.143677], [1.083356, 4.186601, -1.587377], [-2.913494, -2.553739, -2.215687], [-2.417204, -1.057769, -3.094487], [-0.937854, -1.006839, -2.782087], [-2.504474, -1.638589, -4.837367], [-3.898434, -2.943979, -2.471997], [-2.943024, -2.309349, -1.153847], [-2.227624, -3.353799, -2.494257], [-1.880244, -0.943299, -5.398627], [-3.568244, -1.630329, -5.074897], [-2.015964, -2.593829, -4.645097], [3.380256, -2.810989, -2.311887], [1.629026, -3.319399, -2.274707], [0.979356, -2.204739, -1.459737], [1.309076, -3.059519, -4.107767], [3.280966, -1.727739, -2.242427], [3.952846, -2.940159, -3.230337], [3.947556, -3.231029, -1.481317], [0.394996, -3.555229, -4.434597], [2.139226, -3.465159, -4.686057], [1.278336, -1.969959, -4.105897], [-5.166714, -4.774379, 1.539403], [-5.538164, -3.030019, 1.030693], [-5.212564, -2.918119, -0.486117], [-4.014564, -2.239719, 1.841783], [-6.015864, -5.312869, 1.960193], [-4.350984, -4.809149, 2.261533], [-4.722904, -5.198339, 0.638633], [-3.843664, -1.246349, 1.426923], [-3.151284, -2.867739, 1.621703], [-3.933804, -1.941969, 2.887213]],
  "forces_ev_per_angstrom": [[-0.10, -2.40, 2.94], [2.09, -0.19, 0.02], [-0.79, 1.15, -1.03], [-0.46, -0.78, -2.02], [-1.54, 0.28, 0.26], [0.55, -1.04, 0.31], [0.25, 0.97, 0.25], [-0.57, -0.93, 0.79], [0.54, 0.52, 0.29], [-0.68, 0.33, 0.68], [2.19, 0.63, -2.68], [-1.91, 1.94, -0.46], [-0.31, 1.12, -1.06], [1.75, -1.54, 1.81], [-0.21, -0.23, 0.94], [-0.77, -1.23, 0.44], [-0.20, -0.35, -0.43], [-0.19, 0.00, 0.14], [0.29, 0.32, -0.10], [-0.03, -1.01, 0.83], [0.15, -0.25, -0.29], [-0.25, 0.37, 0.12], [-0.02, -0.16, -1.01], [0.22, -1.10, 1.40], [-1.36, -0.03, -1.72], [1.10, -0.72, -1.27], [0.06, 6.82, -2.96], [-1.15, -4.18, -0.15], [1.45, -0.44, 5.41], [-0.15, -0.06, 0.07], [0.11, -0.12, -0.11], [-0.46, 0.13, 0.25], [0.09, -0.04, 0.23], [0.18, -0.40, -0.03], [-0.22, 0.12, -0.28], [0.43, 0.29, 0.68], [0.77, -0.18, 0.73], [1.09, 1.42, 2.07], [0.65, -0.11, -0.71], [-3.11, 2.66, -0.18], [2.23, -3.04, 1.35], [-1.53, 0.26, -1.77], [0.38, -0.01, -0.20], [-0.27, -0.10, -0.22], [-0.54, -0.34, -0.64], [0.02, -1.72, -0.10], [-0.23, 0.41, -0.01], [0.35, 0.24, -0.97], [-1.01, 0.55, 0.21], [1.57, -1.66, -2.95], [-1.11, 3.73, -0.40], [0.41, 0.70, 0.12], [0.70, 0.27, 0.56], [0.25, 0.26, -0.07], [0.03, -0.26, 0.97], [-0.45, -0.07, 0.20], [-0.42, -0.64, 0.02], [-0.31, -0.19, 0.43], [-0.49, -0.20, -0.56], [-0.24, -0.04, 0.70], [-0.15, 0.15, -1.35], [0.47, 0.25, 2.09], [-0.22, 0.56, -0.20], [0.48, 0.03, -0.11], [0.47, 0.22, 0.29], [-0.25, -0.17, -0.15], [0.26, -0.33, -0.38], [-0.27, -0.28, -1.09], [0.03, 0.70, -0.35], [0.00, 0.28, 0.07], [0.91, -1.29, -1.28], [0.35, 0.21, 1.28], [0.14, 0.10, 0.54], [-0.39, -0.67, -0.15], [-0.32, 0.10, 0.06], [-0.08, 0.33, 0.33], [0.07, 0.12, 0.21], [-0.26, -0.04, -0.70], [0.83, 0.50, -0.11], [1.65, 0.63, -1.01], [-0.63, -0.47, 2.71], [0.11, 0.25, -0.39], [-0.10, 0.18, -0.47], [-0.15, 0.32, 0.22], [-0.51, -0.26, -0.13], [-0.17, -0.27, -0.99], [-0.07, 0.07, -0.28], [-1.00, -0.94, 0.51]]
}

(3)
{
  "formula": "C9H11HgN4O",
  "method": "ωB97M-V/def2-TZVPD",
  "e_homo_ev": [-7.497, -7.517],
  "spin_multiplicity": 2,
  "largest_force_ev_per_a": 0.4,
  "relative_energy_kcal_mol": 4.8,
  "gap_ha": [0.29239, 0.19779],
  "symbols": ["Hg", "O", "C", "C", "C", "C", "C", "C", "C", "N", "C", "C", "N", "H", "H", "H", "H", "H", "H", "H", "N", "N", "H", "H", "H", "H"],
  "positions_angstrom": [[-0.758008, 1.182634, -2.969446], [1.048056, -0.571556, -1.756339], [1.844047, -0.230338, -0.859882], [3.239857, -0.061722, -1.198434], [4.182308, 0.230689, -0.261317], [3.793021, 0.405842, 1.080650], [2.461197, 0.297953, 1.446263], [1.454534, -0.000086, 0.528921], [0.065237, -0.068362, 0.975479], [-1.025908, -0.232183, 0.248941], [-2.073132, -0.194685, 1.125506], [-1.627084, -0.012716, 2.404277], [-0.271202, 0.063869, 2.300351], [3.497180, -0.200863, -2.240770], [5.222477, 0.337138, -0.541642], [4.539384, 0.633228, 1.831653], [2.212092, 0.464242, 2.486027], [-3.093209, -0.303783, 0.792217], [-2.143738, 0.055274, 3.346240], [0.356114, 0.203153, 3.069150], [-3.666643, -1.068362, -1.909223], [-3.738650, 0.269646, -2.393065], [-4.361201, -1.257474, -1.197533], [-2.746159, -1.197277, -1.506593], [-3.981160, 0.940768, -1.674214], [-4.429412, 0.314977, -3.127224]],
  "forces_ev_per_angstrom": [[-0.03, 0.19, -0.09], [0.03, -0.15, 0.31], [-0.13, 0.00, -0.25], [0.18, 0.01, 0.05], [-0.01, 0.03, 0.00], [0.02, -0.03, -0.05], [-0.09, -0.02, -0.07], [-0.02, 0.02, 0.18], [0.03, -0.04, -0.07], [-0.04, 0.01, 0.09], [0.00, 0.00, -0.08], [-0.07, -0.04, -0.08], [0.06, 0.04, 0.00], [-0.06, -0.01, 0.02], [-0.01, -0.01, 0.02], [-0.05, 0.01, -0.01], [0.06, 0.02, 0.01], [0.06, 0.00, 0.01], [0.04, 0.01, -0.02], [0.04, -0.02, 0.03], [0.07, 0.03, -0.06], [-0.02, -0.03, 0.01], [-0.05, -0.01, 0.07], [0.06, -0.01, -0.03], [-0.03, 0.03, 0.06], [-0.03, -0.03, -0.05]]
}

(4)
{
  "formula": "C5H4N2OS2",
  "method": "ωB97M-V/def2-TZVPD",
  "e_homo_ev": -8.846,
  "largest_force_ev_per_a": 3.0,
  "relative_energy_kcal_mol": 35.4,
  "gap_ha": 0.29791,
  "symbols": ["C", "C", "C", "C", "C", "N", "N", "O", "S", "S", "H", "H", "H", "H"],
  "positions_angstrom": [[-2.356544, -1.269598, -0.074347], [4.364785, -0.026643, -0.305648], [-1.251302, 0.879198, 0.145419], [-1.358305, -0.480254, -0.296983], [2.909532, 0.100362, -0.457467], [-3.198940, -1.958076, 0.394276], [5.443101, -0.376628, -0.079746], [2.209859, -0.904412, -0.412754], [0.121807, 1.798614, -0.025987], [-2.578242, 1.376016, 1.179964], [-0.665004, -0.781796, -0.979250], [2.472823, 1.233952, -0.559104], [-4.196752, -2.136124, 0.088085], [-1.916812, 2.545392, 1.383541]],
  "forces_ev_per_angstrom": [[-1.27, -0.11, 0.71], [0.75, -1.02, 0.33], [0.50, -0.19, 1.12], [0.33, 1.92, -0.31], [-2.12, 0.78, -0.01], [-2.62, -1.48, 0.16], [-0.69, 0.66, -0.29], [1.35, 2.19, -0.23], [-1.07, -0.16, -0.23], [0.55, 0.91, -0.20], [2.06, -0.95, -1.63], [0.94, -2.81, 0.13], [1.89, 0.47, 0.21], [-0.60, -0.22, 0.24]]
}

(5)
{
  "formula": "C7H15ClN3S",
  "method": "ωB97M-V/def2-TZVPD",
  "charge": 1,
  "e_homo_ev": -12.813,
  "largest_force_ev_per_a": 3.9,
  "relative_energy_kcal_mol": 82.7,
  "gap_ha": 0.27598,
  "symbols": ["C", "C", "C", "C", "C", "C", "C", "N", "N", "N", "S", "Cl", "H", "H", "H", "H", "H", "H", "H", "H", "H", "H", "H", "H", "H", "H", "H"],
  "positions_angstrom": [[-0.867232, -2.231482, -0.111130], [3.155955, 1.101038, 0.123114], [1.601097, 1.311498, 0.727033], [3.491924, -0.436266, -0.089597], [0.572227, 0.709980, -0.248606], [2.433632, -1.156451, -0.859922], [1.019088, -0.739534, -0.509675], [-4.998602, 1.634958, -0.648312], [-4.875797, 0.516357, 1.414721], [0.310413, -1.780097, -0.414791], [-4.874102, 0.207317, -0.186927], [-2.522704, -0.862403, -0.121376], [-1.227786, -2.907748, -0.908937], [-1.046512, -2.436395, 0.886439], [3.200763, 1.532165, -0.978647], [3.821984, 1.752476, 0.723243], [1.571035, 1.000256, 1.826631], [1.571940, 2.397739, 0.827104], [4.499368, -0.385586, -0.438781], [3.617389, -0.989558, 0.926252], [-0.514132, 0.706599, -0.019275], [0.600357, 1.165514, -1.150029], [2.437790, -0.882143, -1.964490], [2.379266, -2.290942, -0.731381], [-5.188919, -0.133382, 2.103470], [-5.106918, 1.741426, -1.653067], [-5.061515, 1.454653, 1.476945]],
  "forces_ev_per_angstrom": [[0.39, -1.06, -2.54], [-2.55, -0.20, -1.41], [2.66, 0.34, 0.29], [0.53, 1.17, 3.66], [-0.27, -2.61, 2.47], [-0.71, -0.12, -1.56], [0.44, -0.63, 0.72], [0.04, 0.02, -0.50], [0.63, -2.47, -1.80], [-0.69, 1.31, 0.29], [-0.38, 0.16, 1.22], [-0.48, 0.53, -0.18], [-0.43, 0.49, 0.79], [-0.30, -0.75, 1.82], [-0.37, -0.50, 2.15], [-0.08, -1.01, -0.22], [-0.14, -0.32, -1.67], [-0.69, 0.03, -0.40], [0.54, -0.73, -1.02], [-0.39, 1.09, -1.38], [0.87, 0.08, 0.59], [0.55, 1.87, -2.99], [0.46, -0.55, 0.95], [0.78, 1.64, -0.44], [-0.03, -0.51, 0.27], [0.22, -0.12, -0.19], [-0.60, 2.86, 1.07]]
}